(1)
C17H36B2O12S3Si2 as an isolated structure at a distorted geometry. Source: the OMol25 dataset; level of theory: ωB97M-V/def2-TZVPD.

gap between HOMO and LUMO	8.60	eV

```
! wB97M-V def2-TZVPD RIJCOSX def2/J DEFGRID3
* xyz 0 1
C 3.37 -3.02 2.27
C 4.35 -1.87 1.99
S 4.20 -1.10 0.36
C 4.05 -2.51 -0.78
Si 3.20 -2.09 -2.40
O 3.25 -0.41 -2.58
C 2.13 0.25 -2.95
O 1.46 -0.07 -3.89
C 1.81 1.45 -2.14
C 1.56 2.67 -2.75
C 1.27 3.78 -1.96
C 1.21 3.68 -0.58
C 1.44 2.45 0.03
C 1.74 1.34 -0.76
O 1.71 -2.71 -2.57
Si 0.61 -2.70 -1.29
B -0.06 -4.54 -0.84
C -0.65 -4.89 0.58
O -0.04 -5.54 -1.80
B -1.00 -1.67 -1.95
O -1.82 -0.95 -1.12
O -1.24 -1.74 -3.31
H 2.83 -2.86 3.20
H 3.90 -3.97 2.33
H 2.61 -3.09 1.49
H 5.36 -2.22 2.15
H 4.18 -1.09 2.72
H 5.07 -2.78 -1.05
H 3.63 -3.38 -0.28
H 4.04 -2.66 -3.47
H 1.59 2.76 -3.83
H 1.09 4.75 -2.40
H 0.99 4.53 0.05
H 1.42 2.33 1.10
H 1.92 0.39 -0.28
H 1.17 -2.03 -0.09
H -1.13 -4.04 1.06
H 0.12 -5.31 1.23
H -1.42 -5.66 0.47
H -0.92 -5.87 -1.96
H -2.72 -0.95 -1.48
H -1.25 -0.85 -3.67
O 3.61 4.36 3.80
S 2.29 4.92 3.80
O 1.61 5.14 2.56
O 2.30 6.26 4.65
C 3.26 7.28 4.28
C 2.89 8.02 3.02
C 1.25 3.99 4.87
H 4.26 6.83 4.21
H 3.28 7.96 5.13
H 2.92 7.36 2.15
H 3.58 8.84 2.85
H 1.88 8.41 3.09
H 1.76 3.84 5.81
H 1.07 3.03 4.38
H 0.32 4.52 5.00
O -5.58 -0.86 -1.79
S -6.05 -1.96 -2.58
O -7.08 -1.77 -3.55
O -6.46 -3.15 -1.60
C -7.41 -2.87 -0.56
C -8.83 -2.73 -1.07
C -4.68 -2.75 -3.33
H -7.10 -1.97 -0.01
H -7.34 -3.71 0.13
H -8.94 -1.86 -1.72
H -9.52 -2.63 -0.24
H -9.11 -3.61 -1.66
H -3.91 -2.91 -2.58
H -4.31 -2.08 -4.11
H -5.00 -3.69 -3.77
*
```

The computed Löwdin charges, all in e, follow: -0.1523 -0.5311 0.8269 -0.5428 0.4118 -0.0700 -0.5036 0.1399 -0.1380 -0.0153 -0.0721 -0.0701 -0.0546 -0.0268 -0.3137 0.7094 -0.5150 -0.0478 0.0759 -0.6862 0.1252 0.0981 0.0673 0.0710 0.0240 0.0612 0.0593 0.0313 0.0306 0.0266 0.1178 0.1003 0.0886 0.0980 0.0586 0.0095 0.0572 0.0674 0.0583 0.0998 0.0862 0.1096 -0.2689 0.5601 -0.2792 -0.2629 -0.2473 -0.0729 -0.1190 0.1153 0.1209 0.0703 0.0820 0.0850 0.0754 0.0746 0.0762 -0.2771 0.5670 -0.2671 -0.2635 -0.2481 -0.0729 -0.1168 0.1149 0.1207 0.0710 0.0819 0.0851 0.0618 0.0828 0.0799

=====

(2)
A 3-piece molecular cluster, C17H36BrClFNO4S2 overall at a distorted geometry. Source: the OMol25 dataset; level of theory: ωB97M-V/def2-TZVPD.

SMILES	[H]/N=C\CC(S)(S)O[C@H](Br)[C@@H](OCF)[C@H](Cl)CC.CCOCC.CCOCC
gap between HOMO and LUMO	9.50	eV

```
! wB97M-V def2-TZVPD RIJCOSX def2/J DEFGRID3
* xyz 0 1
H 1.31 1.84 -0.48
N 0.67 2.16 -1.22
C 1.00 1.57 -2.31
C 2.18 0.53 -2.39
C 1.50 -0.90 -2.14
S 2.87 -2.11 -2.30
S 0.26 -1.08 -3.55
O 0.86 -0.79 -0.87
C 0.78 -1.97 -0.11
Br -0.23 -3.44 -0.98
C -0.07 -1.55 1.19
O -1.45 -1.83 1.06
C -2.19 -0.68 0.70
F -2.92 -0.18 1.77
C 0.45 -2.41 2.44
Cl -0.50 -3.97 2.54
C 0.20 -1.51 3.74
C 1.55 -0.78 4.08
H 0.40 1.84 -3.21
H 2.63 0.52 -3.41
H 2.92 0.77 -1.59
H 2.53 -3.31 -1.73
H 1.12 -1.18 -4.63
H 1.76 -2.32 0.31
H 0.15 -0.49 1.46
H -2.92 -0.93 -0.10
H -1.49 0.09 0.28
H 1.55 -2.58 2.40
H -0.16 -2.21 4.53
H -0.55 -0.73 3.48
H 2.07 -0.43 3.14
H 2.24 -1.45 4.66
H 1.30 0.15 4.64
C -1.40 0.28 -7.73
C -0.94 -1.06 -7.18
O -1.92 -1.72 -6.39
C -3.15 -2.03 -7.04
C -2.98 -2.95 -8.24
H -1.69 0.94 -6.92
H -0.59 0.75 -8.30
H -2.26 0.17 -8.40
H -0.08 -0.90 -6.53
H -0.60 -1.72 -7.99
H -3.67 -1.10 -7.32
H -3.77 -2.52 -6.30
H -2.37 -2.50 -9.02
H -3.96 -3.18 -8.67
H -2.50 -3.88 -7.94
C -0.28 2.65 8.15
C 0.90 2.18 7.32
O 0.79 2.50 5.95
C 0.70 3.88 5.63
C 1.90 4.69 6.09
H -1.22 2.23 7.77
H -0.16 2.34 9.19
H -0.38 3.74 8.14
H 0.95 1.09 7.38
H 1.84 2.55 7.73
H -0.23 4.30 6.02
H 0.63 3.94 4.54
H 2.02 4.67 7.17
H 1.80 5.73 5.78
H 2.82 4.29 5.66
*
```

The computed Löwdin charges, all in e, follow: 0.0418 0.0859 -0.2661 -0.2143 -1.0732 0.7404 0.7211 -0.2270 -0.6069 0.7662 -0.3792 -0.1915 -0.1995 -0.0145 -0.5791 0.6044 -0.2391 -0.0999 0.0960 0.1032 0.1159 -0.1312 -0.0954 0.1049 0.1577 0.1437 0.1325 0.1024 0.0952 0.1067 0.0779 0.0825 0.0616 -0.0744 -0.2859 -0.1721 -0.2771 -0.0799 0.0836 0.0780 0.0658 0.0785 0.1087 0.1063 0.1197 0.0646 0.0774 0.0823 -0.0792 -0.2816 -0.1766 -0.2777 -0.0806 0.0834 0.0777 0.0650 0.1152 0.1063 0.1066 0.1189 0.0650 0.0776 0.0814

=====

(3)
A 2-piece molecular cluster, C17H36BrIO7P2 overall at a distorted geometry. Source: the OMol25 dataset; level of theory: ωB97M-V/def2-TZVPD.

SMILES	CCCCCCC(=O)O[C@H](CCCI)P(O)Br.CCOP(=O)(OCC)OCC
gap between HOMO and LUMO	9.71	eV

```
! wB97M-V def2-TZVPD RIJCOSX def2/J DEFGRID3
* xyz 0 1
C -0.78 7.58 -0.79
C -0.85 6.77 0.52
C -1.37 5.34 0.30
C -0.41 4.53 -0.58
C -0.36 3.04 -0.23
C 0.99 2.46 -0.66
C 0.98 0.94 -0.67
O 0.26 0.30 0.03
O 1.80 0.29 -1.56
C 3.16 0.71 -1.60
C 3.70 0.45 -3.02
C 3.69 1.73 -3.89
C 2.36 1.89 -4.64
I 2.41 0.83 -6.50
P 4.11 -0.17 -0.23
O 5.06 -1.24 -1.00
Br 5.53 1.50 0.28
H -0.91 6.95 -1.67
H 0.17 8.11 -0.90
H -1.59 8.31 -0.82
H -1.48 7.29 1.23
H 0.15 6.73 0.96
H -1.51 4.84 1.26
H -2.32 5.45 -0.24
H 0.60 4.93 -0.44
H -0.67 4.62 -1.64
H -1.14 2.53 -0.79
H -0.54 2.86 0.83
H 1.25 2.83 -1.65
H 1.76 2.77 0.05
H 3.29 1.78 -1.42
H 4.71 0.05 -3.00
H 3.01 -0.27 -3.48
H 3.87 2.61 -3.28
H 4.48 1.66 -4.63
H 1.53 1.47 -4.08
H 2.14 2.93 -4.86
H 5.89 -0.86 -1.30
C 0.07 -5.08 4.12
C -1.15 -5.80 3.57
O -2.22 -4.89 3.28
P -2.42 -4.26 1.82
O -1.98 -5.20 0.77
O -4.02 -4.17 1.76
C -4.76 -4.75 0.68
C -5.27 -6.13 1.06
O -2.24 -2.71 2.09
C -0.94 -2.11 2.25
C 0.03 -2.47 1.15
H 0.51 -4.43 3.36
H 0.82 -5.81 4.42
H -0.20 -4.47 4.98
H -0.89 -6.38 2.68
H -1.54 -6.50 4.31
H -4.15 -4.80 -0.22
H -5.59 -4.08 0.47
H -4.47 -6.75 1.45
H -5.71 -6.62 0.19
H -6.04 -6.05 1.83
H -0.55 -2.38 3.24
H -1.11 -1.04 2.26
H 0.18 -3.55 1.09
H 0.99 -2.00 1.33
H -0.35 -2.13 0.19
*
```

The computed Löwdin charges, all in e, follow: -0.1049 -0.2676 -0.2139 -0.2127 -0.1870 -0.1081 -0.4606 0.1349 -0.0453 -0.5352 -0.1792 -0.3090 -0.6586 0.7728 0.6079 -0.3737 0.2812 0.0607 0.0671 0.0674 0.0984 0.0988 0.1048 0.1139 0.1109 0.1102 0.1234 0.1152 0.1218 0.1358 0.0605 0.0950 0.1133 0.1077 0.0776 0.0323 0.0393 0.0389 -0.0744 -0.2724 -0.1709 0.4241 -0.2255 -0.1877 -0.2838 -0.0744 -0.1577 -0.2465 -0.0943 0.0594 0.0794 0.0815 0.1092 0.1175 0.1050 0.1157 0.0750 0.0758 0.0747 0.1040 0.1158 0.0650 0.0756 0.0760

=====

(4)
C17H36N2O as an isolated structure at a distorted geometry. Source: the OMol25 dataset; level of theory: ωB97M-V/def2-TZVPD.

gap between HOMO and LUMO	8.33	eV

```
! wB97M-V def2-TZVPD RIJCOSX def2/J DEFGRID3
* xyz 0 1
C 3.97 0.90 -1.82
H 3.16 0.50 -2.34
H 4.21 2.01 -2.28
C 3.88 0.85 -0.41
H 4.74 1.19 -0.12
H 2.90 1.37 -0.01
C 3.65 -0.67 0.36
C 3.77 -0.49 1.60
C 4.16 -1.82 2.23
H 4.30 -1.82 3.40
H 3.45 -2.44 2.09
H 5.09 -2.04 1.86
H 4.54 0.06 1.92
H 2.85 -0.13 2.17
C 2.53 -1.34 -0.50
N 1.32 -0.55 -0.62
C 0.59 -1.36 -1.67
C -0.59 -0.30 -2.12
N -1.28 0.35 -1.19
C -2.43 -0.64 -0.53
H -2.06 -1.38 0.03
C -3.73 0.18 0.05
H -3.84 1.00 -0.76
H -3.42 0.59 1.02
C -4.86 -0.62 -0.17
C -4.56 -1.85 1.12
H -3.85 -2.75 0.83
H -5.52 -2.28 1.25
H -4.44 -1.45 2.19
C -6.01 0.04 0.52
H -6.22 0.95 -0.36
H -5.89 0.56 1.27
H -6.92 -0.48 0.58
H -5.10 -1.41 -0.90
H -2.76 -1.35 -1.50
C -0.52 1.02 -0.03
C 0.60 -0.11 0.21
H 0.13 -0.98 1.15
H 1.17 0.46 1.12
C -0.13 2.31 -0.43
H 1.01 1.96 -0.90
H -0.87 2.70 -0.98
C 0.12 3.09 0.67
O -1.01 3.23 1.41
H -1.75 3.72 0.70
H 1.08 2.64 1.35
H 0.72 3.97 0.32
H -1.08 0.86 0.83
H -0.05 0.70 -2.78
H -1.31 -0.69 -2.89
H 0.12 -2.07 -1.34
H 1.19 -1.45 -2.63
H 2.43 -2.05 0.25
H 2.94 -1.92 -1.18
H 4.76 -1.14 -0.03
H 4.80 0.40 -2.04
*
```

The computed Löwdin charges, all in e, follow: -0.1403 0.0483 0.1505 -0.2013 0.0413 0.1231 -0.3271 -0.3453 -0.0543 0.1299 -0.0075 0.0523 0.0937 0.1582 -0.0930 -0.1478 -0.0293 -0.2540 -0.1316 -0.0690 0.0193 -0.2399 0.1376 0.1296 -0.3742 -0.0690 0.0918 0.0090 0.0869 -0.0910 0.1582 -0.0274 0.0597 0.1461 0.1596 -0.2729 -0.3280 0.1848 0.1367 -0.2304 0.2045 0.0985 -0.4281 -0.0683 0.2314 0.1801 0.1281 0.1078 0.1796 0.1097 0.0085 0.1499 0.0956 0.0833 0.2077 0.0283

=====

(5)
An isolated ion of composition C17H36NO2 and charge +1 at a distorted geometry. Source: the OMol25 dataset; level of theory: ωB97M-V/def2-TZVPD.

SMILES	CCCCCCCCCCCCOC(=O)C[N+](C)(C)C
gap between HOMO and LUMO	10.82	eV

```
! wB97M-V def2-TZVPD RIJCOSX def2/J DEFGRID3
* xyz 1 1
C 0.69 5.00 -3.40
C 1.51 3.75 -3.67
C 0.94 2.50 -2.99
C -0.38 2.05 -3.60
C -0.91 0.75 -2.99
C -1.47 0.92 -1.58
C -1.97 -0.41 -1.00
C -2.52 -0.25 0.42
C -2.77 -1.62 1.07
C -3.37 -1.54 2.47
C -2.53 -0.79 3.51
C -1.11 -1.32 3.66
O -0.23 -0.63 2.74
C 0.59 -1.31 2.00
O 0.77 -2.50 1.99
C 1.34 -0.32 1.08
N 2.42 -0.91 0.25
C 1.87 -1.90 -0.68
C 3.44 -1.55 1.12
C 3.06 0.18 -0.52
H -0.30 4.93 -3.85
H 0.57 5.17 -2.33
H 1.18 5.87 -3.83
H 1.58 3.58 -4.74
H 2.53 3.91 -3.30
H 0.82 2.71 -1.93
H 1.67 1.69 -3.11
H -1.14 2.83 -3.46
H -0.25 1.91 -4.67
H -0.11 0.00 -3.00
H -1.71 0.36 -3.63
H -0.70 1.34 -0.92
H -2.29 1.63 -1.61
H -1.15 -1.14 -0.99
H -2.75 -0.81 -1.64
H -1.81 0.32 1.03
H -3.45 0.31 0.39
H -1.83 -2.18 1.10
H -3.45 -2.18 0.43
H -4.34 -1.05 2.41
H -3.54 -2.56 2.82
H -3.03 -0.88 4.47
H -2.48 0.27 3.26
H -0.72 -1.10 4.66
H -1.05 -2.39 3.48
H 1.75 0.47 1.71
H 0.59 0.13 0.42
H 1.14 -1.43 -1.34
H 1.39 -2.71 -0.13
H 2.67 -2.33 -1.29
H 4.25 -1.94 0.51
H 2.98 -2.38 1.66
H 3.84 -0.83 1.83
H 3.85 -0.23 -1.15
H 2.33 0.67 -1.15
H 3.50 0.91 0.15
*
```

The computed Löwdin charges, all in e, follow: -0.1059 -0.2657 -0.2453 -0.2087 -0.2119 -0.2178 -0.2163 -0.2089 -0.2022 -0.1927 -0.1606 -0.1168 0.0219 -0.4844 0.1124 0.0007 -0.3646 0.0244 0.0216 0.0153 0.0668 0.0746 0.0732 0.1093 0.1033 0.0998 0.0976 0.1107 0.1198 0.0997 0.1176 0.0909 0.1261 0.0951 0.1250 0.0956 0.1275 0.0996 0.1221 0.1169 0.1167 0.1207 0.1171 0.1372 0.1319 0.1597 0.1299 0.0991 0.1112 0.1218 0.1205 0.1095 0.1232 0.1225 0.0914 0.1220

=====

(6)
C17H37I2N5O5SSiV as an isolated structure at a distorted geometry. Source: the OMol25 dataset; level of theory: ωB97M-V/def2-TZVPD.

gap between HOMO and LUMO (spin up / spin down)	7.97 / 7.81	eV

```
! wB97M-V def2-TZVPD RIJCOSX def2/J DEFGRID3
* xyz 0 4
V -0.36 0.74 0.00
I -0.40 2.86 1.64
C -3.07 4.40 -0.31
I -2.76 2.76 -1.43
H -2.35 5.20 -0.37
H -3.74 4.32 0.53
C 4.01 -1.42 1.19
Si 2.24 -1.55 0.60
C 1.45 -2.97 1.52
C 2.34 -2.04 -1.21
C 1.39 0.05 0.95
H 4.61 -2.28 0.89
H 4.05 -1.36 2.29
H 4.49 -0.52 0.80
H 2.19 -3.76 1.69
H 0.62 -3.41 0.96
H 1.08 -2.65 2.50
H 2.72 -3.07 -1.29
H 3.02 -1.39 -1.77
H 1.37 -1.99 -1.69
H 2.12 0.87 0.81
H 1.13 0.05 2.01
C -1.26 -0.17 3.19
N -1.82 -0.25 1.82
C -3.15 0.42 1.83
N -4.05 -0.18 2.81
C -3.43 -0.08 4.14
N -2.14 -0.77 4.19
C -2.36 -2.18 3.84
N -2.95 -2.32 2.52
C -2.06 -1.70 1.54
C -4.23 -1.59 2.49
H -1.11 0.88 3.44
H -0.30 -0.68 3.21
H -3.58 0.35 0.84
H -2.98 1.47 2.09
H -4.10 -0.53 4.87
H -3.29 0.97 4.39
H -3.02 -2.63 4.59
H -1.40 -2.70 3.86
H -2.53 -1.79 0.56
H -1.11 -2.21 1.54
H -4.91 -2.04 3.22
H -4.66 -1.68 1.49
C -1.77 -2.46 -2.67
S -1.88 -0.87 -1.97
O -3.19 -0.73 -1.38
O -1.53 0.12 -2.97
O -0.81 -0.91 -0.86
H -2.64 -2.58 -3.31
H -1.78 -3.19 -1.87
H -0.85 -2.53 -3.25
O 1.36 0.45 -3.07
C 1.25 1.54 -2.39
O 0.67 1.60 -1.31
C 1.98 2.75 -2.93
N 2.35 2.47 -4.32
C 3.82 2.60 -4.47
C 4.33 2.23 -3.08
C 3.31 2.92 -2.17
H 1.33 3.61 -2.79
H 1.83 3.02 -4.99
H 1.76 0.77 -3.93
H 4.11 3.62 -4.72
H 4.18 1.94 -5.25
H 5.35 2.58 -2.90
H 4.30 1.15 -2.94
H 3.54 3.98 -2.08
H 3.26 2.50 -1.16
*
```

The computed Löwdin charges, all in e, follow: 0.4283 0.3689 -0.6132 0.9569 -0.0436 -0.0375 -0.1924 0.4017 -0.1798 -0.1776 -0.3504 0.0287 0.0319 0.0232 0.0338 0.0259 0.0193 0.0353 0.0205 0.0043 -0.0008 -0.0162 -0.2166 -0.1236 -0.2024 -0.0810 -0.1652 -0.0824 -0.1709 -0.0777 -0.1686 -0.1628 0.0352 0.1064 0.0978 0.0676 0.1236 0.1290 0.1239 0.1238 0.0938 0.1007 0.1240 0.1304 -0.1238 0.4106 -0.3403 -0.3603 -0.4728 0.0762 0.0753 0.0725 0.1684 -0.4352 -0.1290 -0.2044 -0.0228 -0.1803 -0.1579 -0.0950 0.1663 0.1315 0.1392 0.1181 0.1150 0.1167 0.1135 0.1244 0.1220